{
  "formula": "C3H9NO2S2",
  "method": "ωB97M-V/def2-TZVPD",
  "e_homo_ev": -9.416,
  "gap_ev": 9.696,
  "total_energy_ev": -30512.542,
  "smiles": "O=CNCCSS.O",
  "symbols": ["S", "S", "C", "C", "N", "C", "O", "H", "H", "H", "H", "H", "H", "H", "H", "H", "O"],
  "positions_angstrom": [[-0.05086, 1.52351, 3.45232], [-1.12868, 0.18902, 2.38235], [-0.10927, -0.04880, 0.90199], [-0.47459, -1.32731, 0.15440], [-0.26956, -1.21852, -1.26192], [-1.20881, -0.70729, -2.11151], [-0.95840, -0.24615, -3.20261], [-0.40615, 2.67518, 2.84690], [-0.34712, 0.81831, 0.28950], [0.96604, -0.05427, 1.07356], [-1.52755, -1.57064, 0.31904], [0.08719, -2.15174, 0.62346], [0.67279, -1.02909, -1.56347], [-2.23387, -0.83287, -1.73634], [2.21925, 1.80434, -0.13142], [2.73080, 0.75152, -1.03350], [2.03879, 1.42479, -1.00274]],
  "forces_ev_per_angstrom": [[0.289, 0.323, 0.218], [0.033, -0.560, 0.074], [-0.151, 0.517, -0.476], [-0.566, -0.291, 0.825], [0.357, -0.018, -0.203], [0.209, -0.208, -0.323], [-0.117, -0.104, 0.278], [-0.078, -0.103, 0.000], [0.224, -0.062, -0.288], [-0.099, 0.189, 0.502], [-0.061, 0.027, -0.053], [-0.130, 0.097, -0.550], [0.138, 0.051, -0.100], [-0.160, 0.128, 0.122], [-0.296, 0.248, -0.145], [-0.059, 0.008, -0.397], [0.469, -0.243, 0.514]],
  "nbo_charge": [-0.127, 0.100, -0.550, -0.232, -0.613, 0.531, -0.585, 0.121, 0.223, 0.217, 0.205, 0.207, 0.395, 0.104, 0.467, 0.463, -0.926]
}